# 1
Density functional theory data (ωB97M-V/def2-TZVPD) for a 3-piece molecular cluster, C32H34BF3O3 overall in a non-equilibrium geometry.

The value obtained for the HOMO-LUMO gap is 4.27 eV. The electronic energy is -1789.8710 a.u. The HOMO energy comes out at -5.692 eV.

Last column: Löwdin charge in e.
Atoms and positions in Å:
1 F -0.473 -7.632 -0.141  0.12
2 F -1.213 -6.593 -1.948  0.09
3 F -2.289 -6.383 -0.018  0.10
4 O -0.006 3.346 -1.320  0.12
5 O -0.867 3.580 0.822  0.09
6 O 2.030 -0.823 -0.368  0.05
7 C 0.425 -4.547 -1.256  -0.01
8 C -1.663 -1.563 2.047  -0.07
9 C 1.879 4.836 -1.286  -0.01
10 C -1.859 -3.318 -4.318  -0.06
11 C -0.863 -1.264 -3.245  -0.04
12 C 1.739 -0.914 1.860  0.01
13 C -1.597 -0.758 4.326  -0.09
14 C -1.242 -0.295 1.571  -0.20
15 C -1.670 -2.417 -3.145  -0.28
16 C -0.127 -4.887 1.090  -0.01
17 C -1.189 -0.860 -0.877  -0.22
18 C -1.082 0.762 2.516  -0.03
19 C -0.266 5.832 1.376  -0.01
20 C -0.230 -5.251 -0.248  -0.14
21 C -0.602 -0.515 -2.118  -0.03
22 C -0.418 5.675 -1.545  -0.02
23 C 2.511 0.235 1.561  0.00
24 C 0.450 4.639 -0.843  -0.47
25 C 1.328 -1.471 0.639  -0.25
26 C -2.208 -1.846 -0.868  -0.02
27 C 0.544 -3.708 1.403  -0.01
28 C -1.839 -1.793 3.404  -0.09
29 C -1.223 0.529 3.880  -0.08
30 C -2.349 -2.693 -1.948  -0.04
31 C -0.633 -0.183 0.266  -0.02
32 C 0.215 4.561 0.729  -0.44
33 C 1.069 -3.359 -0.945  0.01
34 C 3.572 0.985 -0.689  -0.01
35 C 1.393 3.999 1.544  -0.01
36 C 2.699 0.221 0.184  -0.32
37 C -1.038 -6.470 -0.587  -0.51
38 C 1.000 -2.852 0.368  -0.14
39 B -0.850 2.949 -0.360  -0.40
40 H 0.640 -3.391 2.448  0.12
41 H -2.850 -3.169 -4.776  0.09
42 H -0.740 1.736 2.144  0.09
43 H -1.721 -0.961 5.394  0.10
44 H -1.085 -3.117 -5.071  0.08
45 H 1.938 4.690 -2.376  0.10
46 H -2.845 -1.960 0.002  0.10
47 H 4.397 0.347 -1.070  0.10
48 H -1.037 1.357 4.585  0.11
49 H 0.074 0.347 -2.163  0.12
50 H -0.574 5.634 2.406  0.10
51 H 2.291 4.624 1.461  0.09
52 H 1.355 -1.208 2.830  0.12
53 H 4.020 1.780 -0.075  0.09
54 H 2.875 0.988 2.266  0.12
55 H -0.407 -0.963 -4.193  0.11
56 H -1.115 6.307 0.870  0.09
57 H -0.272 5.571 -2.629  0.10
58 H -2.159 -2.798 3.715  0.11
59 H 3.022 1.425 -1.541  0.09
60 H -1.783 -4.377 -4.026  0.08
61 H 2.608 4.166 -0.792  0.08
62 H 0.409 -4.929 -2.274  0.12
63 H -1.492 5.555 -1.349  0.10
64 H 0.583 6.530 1.421  0.10
65 H 2.154 5.874 -1.040  0.10
66 H -1.744 -2.418 1.365  0.09
67 H -2.995 -3.569 -1.834  0.12
68 H 1.119 3.987 2.607  0.10
69 H 1.548 -2.772 -1.735  0.13
70 H -0.308 0.848 0.005  0.06
71 H -0.563 -5.522 1.865  0.13
72 H 1.673 2.965 1.278  0.08
73 H -0.076 6.669 -1.231  0.09

***

# 2
Density functional theory data (ωB97M-V/def2-TZVPD) for C15H42N9O10V as an isolated structure in a non-equilibrium geometry.

Its net charge is +1. The value obtained for the HOMO-LUMO gap (spin up / spin down) is 6.91 / 6.80 eV. The electronic energy is -2785.5350 a.u. Its expectation value of S² is 3.75. The HOMO energy (spin up / spin down) comes out at -10.751 / -10.751 eV. The spin multiplicity is 4.

Last column: Mulliken spin population.
Atoms and positions in Å:
1 V -0.834 2.325 0.484  2.98
2 O 1.158 -1.425 -0.266  0.00
3 O -1.146 1.445 -1.480  0.02
4 O -0.333 -2.870 -5.421  0.00
5 O 0.627 0.624 0.273  -0.02
6 O 1.115 3.170 -0.481  0.02
7 O 1.290 4.109 4.659  0.00
8 O 5.995 -2.584 3.896  0.00
9 O -5.230 -3.662 -1.843  0.00
10 O -1.509 0.691 1.617  0.00
11 O 2.371 -0.294 0.971  0.00
12 N 0.331 2.679 2.357  -0.05
13 N 3.033 2.130 -1.310  0.00
14 N 4.399 -1.093 3.366  0.00
15 N -1.883 2.753 -3.079  0.01
16 N -2.090 0.756 -3.390  0.00
17 N 2.297 4.035 -2.048  0.00
18 N -1.938 -2.403 -3.091  0.00
19 N 4.203 -3.221 2.683  0.00
20 N 1.429 -0.329 0.256  0.00
21 C -0.055 -4.281 -5.314  0.00
22 C 1.645 4.439 5.979  0.00
23 C -1.237 0.915 2.984  0.02
24 C 0.181 1.401 3.170  0.00
25 C 0.162 -2.044 -4.360  0.00
26 C 2.227 3.246 4.051  0.00
27 C -2.707 -3.221 -2.204  0.00
28 C 4.856 -2.351 3.409  0.00
29 C 1.743 3.151 2.587  0.03
30 C 2.065 3.122 -1.205  0.00
31 C -5.501 -3.433 -0.422  0.00
32 C -4.206 -2.823 -2.348  0.00
33 C -0.471 -2.409 -2.921  0.00
34 C -2.499 -0.237 1.295  0.00
35 C -1.647 1.610 -2.552  -0.02
36 H 1.235 -2.226 -4.309  0.00
37 H 3.226 3.673 3.966  0.00
38 H -2.709 -4.265 -2.515  0.00
39 H -2.629 -0.185 0.214  0.01
40 H 3.533 -1.059 2.846  0.00
41 H 3.270 1.948 -2.275  0.00
42 H -1.837 3.620 -2.563  0.01
43 H 4.771 -4.057 2.661  0.00
44 H -1.940 -0.234 -3.258  0.00
45 H -1.985 2.837 -4.080  0.00
46 H 3.220 4.005 -2.457  0.00
47 H -1.975 1.501 3.532  -0.02
48 H -5.718 -4.393 0.046  0.00
49 H -2.506 -3.057 -1.145  0.00
50 H 0.303 1.653 4.223  0.00
51 H 3.007 1.429 -0.584  0.00
52 H 1.262 5.423 6.247  0.00
53 H -3.481 0.014 1.695  0.00
54 H -1.981 -2.844 -3.999  0.00
55 H 0.902 -4.512 -4.848  0.00
56 H 1.992 4.095 2.102  0.00
57 H 2.412 2.527 1.994  0.00
58 H -0.202 -3.324 -2.393  0.00
59 H -0.014 3.415 2.957  0.03
60 H -4.651 -2.940 0.049  0.00
61 H 2.727 4.564 6.016  0.00
62 H 2.196 2.203 4.367  0.00
63 H 1.269 3.657 6.638  0.00
64 H -2.612 1.207 -4.127  0.00
65 H 4.903 -0.393 3.892  0.00
66 H -1.272 -0.058 3.474  0.01
67 H -4.417 -1.793 -2.062  0.00
68 H 3.356 -3.049 2.161  0.00
69 H -0.079 -1.647 -2.248  0.00
70 H -0.956 -4.674 -4.843  0.00
71 H -0.026 -0.971 -4.401  0.00
72 H -0.093 -4.687 -6.325  0.00
73 H -6.336 -2.762 -0.219  0.00
74 H -4.352 -2.770 -3.427  0.00
75 H -2.276 -1.245 1.645  0.00
76 H 0.875 0.579 2.993  -0.01
77 H 1.746 4.875 -1.944  0.00

***

# 3
Density functional theory data (ωB97M-V/def2-TZVPD) for a 2-piece molecular cluster, C2H3ClFNO3 overall in a non-equilibrium geometry.

The value obtained for the HOMO-LUMO gap (spin up / spin down) is 7.82 / 7.81 eV. The electronic energy is -918.3442 a.u. The HOMO energy (spin up / spin down) comes out at -9.968 / -9.960 eV.

Last column: Löwdin charge in e.
Atoms and positions in Å:
1 Cl 2.171 0.066 -1.136  0.02
2 F -2.525 0.359 -0.722  -0.02
3 O -0.200 1.667 0.528  0.21
4 O 0.370 -1.674 0.603  0.03
5 O 1.519 -0.185 1.732  0.02
6 N 0.697 -0.483 0.688  -0.37
7 C -0.400 0.612 0.086  -0.32
8 C -1.221 -0.098 -0.868  -0.12
9 H 1.822 0.889 1.614  0.23
10 H -1.250 -1.282 -0.659  0.19
11 H -0.984 0.129 -1.866  0.12

***

# 4
Density functional theory data (ωB97M-V/def2-TZVPD) for a 2-piece molecular cluster, C3H8O2 overall in a non-equilibrium geometry.

Its net charge is -1. The value obtained for the HOMO-LUMO gap (spin up / spin down) is 2.61 / 5.50 eV. The electronic energy is -269.4471 a.u. Its expectation value of S² is 0.76. The HOMO energy (spin up / spin down) comes out at 1.180 / -1.821 eV. The spin multiplicity is 2.

Last column: Mulliken spin population.
Atoms and positions in Å:
1 O 0.715 -0.102 -0.068  0.12
2 O 0.743 1.636 -2.624  0.07
3 C -0.293 -0.452 0.848  0.44
4 C -1.601 -0.616 0.396  0.28
5 C 0.246 -0.882 2.188  0.06
6 H 0.981 -0.106 2.498  0.03
7 H -2.469 -1.337 0.381  0.05
8 H 0.099 2.266 -2.313  -0.02
9 H 0.830 -1.798 2.134  0.04
10 H -1.951 0.165 -0.333  0.06
11 H 0.642 0.995 -3.319  0.01
12 H -0.636 -1.116 2.829  -0.06
13 H 0.264 0.383 -0.778  -0.08

***

# 5
Density functional theory data (ωB97M-V/def2-TZVPD) for F4Sr3 as an isolated structure in a non-equilibrium geometry.

Its net charge is +2. The value obtained for the HOMO-LUMO gap is 4.08 eV. The electronic energy is -491.0320 a.u. The HOMO energy comes out at -13.756 eV.

Last column: Löwdin charge in e.
Atoms and positions in Å:
1 Sr -2.130 0.406 -2.427  1.68
2 Sr -0.213 -2.584 -0.078  1.66
3 Sr 2.253 0.235 -0.301  1.58
4 F -1.885 1.856 0.728  -0.64
5 F 1.166 1.584 1.264  -0.72
6 F 1.075 -1.399 1.479  -0.74
7 F -0.266 -0.097 -0.666  -0.82

***

# 6
Density functional theory data (ωB97M-V/def2-TZVPD) for one molecule with the formula C4H7NO2.

The value obtained for the HOMO-LUMO gap is 10.85 eV. The SMILES is C/C(=N\O)[C@H]1CO1. The electronic energy is -361.7479 a.u. The HOMO energy comes out at -9.851 eV.

Last column: Löwdin charge in e.
Atoms and positions in Å:
1 O -1.231 0.380 -1.524  -0.04
2 O 0.785 -0.653 2.342  -0.05
3 N 0.493 -0.983 1.029  0.04
4 C 0.009 -0.206 -1.140  -0.26
5 C -1.129 -1.038 -1.530  -0.10
6 C 0.464 1.493 0.675  -0.01
7 C 0.358 0.042 0.292  -0.31
8 H 0.352 2.051 -0.253  0.08
9 H 1.411 1.755 1.160  0.09
10 H 0.871 -1.526 2.746  0.09
11 H -1.700 -1.580 -0.775  0.12
12 H 0.833 -0.041 -1.845  0.15
13 H -1.163 -1.481 -2.522  0.11
14 H -0.352 1.786 1.346  0.09

***

# 7
Density functional theory data (ωB97M-V/def2-TZVPD) for a 3-piece molecular cluster, C3H12N2O2 overall in a non-equilibrium geometry.

The value obtained for the HOMO-LUMO gap is 8.20 eV. The SMILES is C/C(N)=C/N.O.O. The electronic energy is -381.4790 a.u. The HOMO energy comes out at -7.495 eV.

Last column: Löwdin charge in e.
Atoms and positions in Å:
1 O -1.511 -1.580 -0.375  -0.06
2 O -0.189 -2.540 1.916  -0.09
3 N -0.498 1.666 1.379  0.05
4 N -0.518 1.026 -1.406  0.05
5 C 0.586 0.668 -0.555  -0.42
6 C 1.627 -0.234 -1.121  -0.06
7 C 0.520 0.939 0.755  -0.19
8 H 2.576 -0.061 -0.614  0.08
9 H 1.373 -1.288 -1.020  0.08
10 H 1.432 0.872 1.330  0.12
11 H -0.139 -1.765 2.480  0.02
12 H -0.199 1.018 -2.368  0.08
13 H -1.272 2.000 0.836  0.06
14 H -2.417 -1.874 -0.507  0.06
15 H -0.833 1.981 -1.251  0.08
16 H -0.646 -2.243 1.108  -0.02
17 H -0.251 2.127 2.231  0.07
18 H 1.822 -0.062 -2.175  0.07
19 H -1.465 -0.649 -0.644  0.01

***

Copy entry 6 word for word.
Density functional theory data (ωB97M-V/def2-TZVPD) for one molecule with the formula C4H7NO2.

The value obtained for the HOMO-LUMO gap is 10.85 eV. The SMILES is C/C(=N\O)[C@H]1CO1. The electronic energy is -361.7479 a.u. The HOMO energy comes out at -9.851 eV.

Last column: Löwdin charge in e.
Atoms and positions in Å:
1 O -1.231 0.380 -1.524  -0.04
2 O 0.785 -0.653 2.342  -0.05
3 N 0.493 -0.983 1.029  0.04
4 C 0.009 -0.206 -1.140  -0.26
5 C -1.129 -1.038 -1.530  -0.10
6 C 0.464 1.493 0.675  -0.01
7 C 0.358 0.042 0.292  -0.31
8 H 0.352 2.051 -0.253  0.08
9 H 1.411 1.755 1.160  0.09
10 H 0.871 -1.526 2.746  0.09
11 H -1.700 -1.580 -0.775  0.12
12 H 0.833 -0.041 -1.845  0.15
13 H -1.163 -1.481 -2.522  0.11
14 H -0.352 1.786 1.346  0.09